i.
{"formula": "C4H2", "method": "ωB97M-V/def2-TZVPD", "species": ["C", "H", "C", "C", "H", "C"], "xyz": [[-0.271, -0.161, -0.066], [0.698, 0.229, 0.420], [0.404, -0.888, 0.725], [-0.715, 1.906, -1.407], [0.325, -1.844, 1.217], [-0.441, 0.758, -0.890]], "nbo_charge": [0.0546, 0.4182, -0.3594, 0.1711, 0.2890, -0.5736], "total_charge": 0, "homo_lumo_gap_ha": 0.3109}

---

ii.
{"formula": "C4H2", "method": "ωB97M-V/def2-TZVPD", "species": ["C", "H", "C", "C", "C", "H"], "xyz": [[-1.863, -0.001, -0.059], [-2.904, 0.068, 0.127], [-0.668, -0.122, 0.013], [1.877, -0.035, 0.005], [0.698, -0.137, -0.043], [2.860, 0.226, -0.043]], "nbo_charge": [-0.1433, 0.2362, -0.0934, -0.1311, -0.0911, 0.2228], "total_charge": 0, "smiles": "C#CC#C", "homo_lumo_gap_ha": 0.4020}

---

It turns out ii is the most stable, with the second structure 0.1745 hartree higher.

---

i.
{"formula": "C3H8NOS", "method": "ωB97M-V/def2-TZVPD", "species": ["H", "H", "H", "C", "S", "H", "C", "H", "N", "H", "C", "H", "O", "H"], "xyz": [[2.019, -1.735, 2.457], [-0.506, 0.020, -1.627], [-0.397, 0.477, 1.611], [-0.088, 0.036, 0.532], [2.254, -1.796, 1.207], [0.654, -2.334, -0.389], [0.679, -2.076, 0.601], [-0.903, 2.657, -0.329], [-1.081, 1.913, -1.053], [-2.086, 1.651, -1.156], [-0.344, 0.593, -0.742], [-0.983, 2.319, -2.018], [0.926, 0.719, -0.237], [-0.144, -2.445, 1.143]], "nbo_charge": [0.1151, 0.1942, 0.2334, 0.1279, 0.2743, 0.1991, -0.6986, 0.4640, -0.7276, 0.4492, 0.1219, 0.4532, -0.4253, 0.2193], "multiplicity": 3, "total_charge": 1, "homo_lumo_gap_ha": [0.2080, 0.2953]}

---

ii.
{"formula": "C3H8NOS", "method": "ωB97M-V/def2-TZVPD", "species": ["H", "O", "C", "N", "H", "H", "H", "H", "C", "C", "H", "H", "H", "S"], "xyz": [[0.148, 1.774, -0.581], [0.317, -1.291, 0.361], [-1.065, -1.076, 0.191], [0.092, 0.904, 0.114], [0.554, 1.326, 0.957], [0.738, -0.331, -1.931], [-2.071, 0.986, 0.120], [-1.333, 0.645, 1.727], [-1.263, 0.413, 0.575], [0.925, -0.308, -0.308], [3.173, 0.045, -1.213], [-1.689, -1.770, 0.875], [-1.196, -1.339, -0.872], [2.671, 0.022, -0.015]], "nbo_charge": [0.4628, -0.4960, -0.1113, -0.6032, 0.4333, -0.1019, 0.2619, 0.2462, -0.2540, 0.0031, 0.0539, 0.2545, 0.2339, 0.6167], "multiplicity": 3, "total_charge": 1, "homo_lumo_gap_ha": [0.2168, 0.2095]}

---

It turns out i is the most stable, with the second structure 0.0435 hartree higher.

---

i.
{"formula": "C6H6O3", "method": "ωB97M-V/def2-TZVPD", "species": ["C", "H", "C", "O", "O", "C", "O", "H", "H", "H", "H", "C", "H", "C", "C"], "xyz": [[0.465, -1.007, -0.829], [-1.011, 3.402, 0.346], [0.551, -1.116, 0.711], [-1.136, 2.800, -0.356], [-0.867, -0.684, -1.222], [0.485, -0.099, 1.557], [0.429, 2.361, 1.658], [-1.985, 0.731, -2.038], [1.194, -0.269, -1.032], [0.613, -2.083, -1.059], [0.800, -2.170, 1.114], [-0.887, 1.509, -0.235], [0.537, -0.390, 2.570], [-1.301, 0.599, -1.138], [0.169, 1.301, 1.158]], "nbo_charge": [-0.1239, 0.5095, -0.1000, -0.6906, -0.4967, -0.3426, -0.5350, 0.2078, 0.1995, 0.2072, 0.2106, 0.1337, 0.2327, 0.0450, 0.5429], "total_charge": 0, "smiles": "O=C1C=CCOC=C1O", "homo_lumo_gap_ha": 0.3031}

---

ii.
{"formula": "C6H6O3", "method": "ωB97M-V/def2-TZVPD", "species": ["C", "C", "C", "O", "O", "H", "H", "H", "H", "C", "C", "H", "C", "H", "O"], "xyz": [[1.652, -0.231, 0.269], [-0.339, 0.795, -0.751], [2.609, 1.075, -0.004], [3.431, -2.027, -0.098], [3.629, 0.291, -0.297], [0.802, -1.738, 1.479], [0.170, -0.148, 2.069], [-0.053, -1.319, -0.674], [0.200, 1.153, -1.486], [0.576, -0.635, 1.240], [0.323, -0.438, -0.271], [-0.501, 1.519, -0.017], [2.909, -0.968, -0.105], [-1.453, 0.666, -1.028], [2.374, 2.217, -0.074]], "nbo_charge": [-0.3047, -0.5964, 0.8344, -0.4804, -0.5021, 0.2239, 0.2372, 0.2364, 0.2088, -0.3838, -0.2039, 0.2219, 0.8117, 0.2140, -0.5172], "total_charge": 0, "smiles": "C[C@@H]1CC12C(=O)OC2=O", "homo_lumo_gap_ha": 0.4111}

---

It turns out ii is the most stable, with the second structure 0.0371 hartree higher.

---

i.
{"formula": "C6H6O3", "method": "ωB97M-V/def2-TZVPD", "species": ["H", "H", "C", "C", "H", "O", "O", "C", "C", "O", "C", "C", "H", "H", "H"], "xyz": [[1.705, -2.810, -0.429], [0.515, 0.532, 1.548], [0.941, 0.483, 0.537], [1.450, 1.822, 0.074], [0.416, 0.738, -1.446], [-1.140, 1.167, -0.125], [-2.562, -0.621, 0.228], [1.909, -1.847, -0.054], [0.946, -0.894, 0.050], [-0.422, -1.132, -0.202], [-1.461, -0.189, -0.009], [0.190, 1.175, -0.492], [1.283, 2.593, 0.774], [2.279, 2.014, -0.603], [2.939, -1.682, 0.309]], "nbo_charge": [0.2162, 0.2389, -0.3409, -0.3731, 0.1910, -0.4677, -0.5357, -0.4567, 0.3216, -0.5265, 0.9745, 0.0670, 0.2321, 0.2362, 0.2233], "total_charge": 0, "smiles": "C=C1OC(=O)O[C@H]2C[C@H]12", "homo_lumo_gap_ha": 0.3843}

---

ii.
{"formula": "C6H6O3", "method": "ωB97M-V/def2-TZVPD", "species": ["H", "O", "H", "C", "C", "C", "H", "C", "O", "H", "H", "C", "O", "C", "H"], "xyz": [[-0.279, 2.326, -1.573], [3.579, -0.304, 0.294], [-1.306, 0.680, 1.397], [0.134, -1.270, 0.310], [2.471, 0.006, 0.513], [-1.526, 0.568, 0.345], [-1.763, -1.255, -0.995], [-0.459, 0.632, -0.694], [1.622, 0.569, 1.314], [-2.471, 0.988, 0.033], [-0.002, -1.516, 1.365], [0.969, -0.001, 0.070], [-0.423, 1.399, -1.804], [-1.094, -0.685, -0.375], [0.548, -2.138, -0.201]], "nbo_charge": [0.4848, -0.5189, 0.2207, -0.4423, 0.8312, -0.4584, 0.2324, 0.2976, -0.4686, 0.2351, 0.2155, 0.0502, -0.6679, -0.2384, 0.2269], "total_charge": 0, "smiles": "O=C1O[C@]12C[C@H]1C[C@]12O", "homo_lumo_gap_ha": 0.3771}

---

It turns out i is the most stable, with the second structure 0.0197 hartree higher.

---

i.
{"formula": "C4H4N3", "method": "ωB97M-V/def2-TZVPD", "species": ["N", "C", "H", "H", "N", "C", "C", "C", "H", "N", "H"], "xyz": [[-0.530, 0.144, -0.815], [-1.139, 0.562, 0.213], [-2.065, 1.127, -0.118], [0.276, 0.047, 3.302], [1.082, -0.352, 1.339], [1.028, -0.607, 0.201], [0.671, -0.643, -1.132], [0.029, 0.133, 2.232], [1.400, 0.134, -1.676], [-0.986, 0.520, 1.628], [0.451, -1.564, -1.699]], "nbo_charge": [-0.3085, 0.2769, 0.2428, 0.2670, -0.3385, 0.6363, -0.3668, 0.3330, 0.3138, -0.3751, 0.3189], "total_charge": 1, "smiles": "C1#[N+]C=NC=NC1", "homo_lumo_gap_ha": 0.3531}

---

ii.
{"formula": "C4H4N3", "method": "ωB97M-V/def2-TZVPD", "species": ["H", "C", "C", "H", "C", "N", "H", "H", "N", "N", "C"], "xyz": [[-0.391, 1.294, -2.207], [-0.224, -1.044, 1.424], [-0.098, 0.796, -0.127], [0.209, -1.016, 2.429], [0.340, 0.891, -1.503], [0.703, -1.725, 0.582], [-1.232, -1.482, 1.474], [1.301, 1.398, -1.625], [-0.357, 0.304, 0.912], [0.753, -1.358, -0.573], [0.388, -0.582, -1.429]], "nbo_charge": [0.3161, -0.1169, 0.5779, 0.2767, -0.5263, -0.1552, 0.2640, 0.3270, -0.2295, 0.0189, 0.2471], "total_charge": 1, "homo_lumo_gap_ha": 0.3068}

---

It turns out i is the most stable, with the second structure 0.0572 hartree higher.

---

i.
{"formula": "C3H5N3S2", "method": "ωB97M-V/def2-TZVPD", "species": ["H", "H", "H", "S", "S", "C", "C", "N", "H", "N", "H", "N", "C"], "xyz": [[3.082, -1.590, -1.388], [0.350, 0.112, -2.356], [-3.011, 2.241, 1.004], [-2.787, 1.397, 1.949], [1.695, -1.712, -1.481], [0.883, 0.025, -1.309], [0.057, -0.003, -0.162], [0.202, -0.771, 0.857], [1.642, 0.714, -1.243], [-0.805, 1.023, 0.092], [0.809, -1.534, 0.935], [-0.794, -0.505, 1.762], [-1.324, 0.603, 1.339]], "nbo_charge": [0.1569, 0.2648, 0.1410, 0.0452, -0.1376, -0.4743, 0.3112, -0.3351, 0.2443, -0.5023, 0.4304, -0.3184, 0.1737], "total_charge": 0, "smiles": "SCc1nc(S)n[nH]1", "homo_lumo_gap_ha": 0.3493}

---

ii.
{"formula": "C3H5N3S2", "method": "ωB97M-V/def2-TZVPD", "species": ["H", "C", "S", "N", "H", "N", "S", "C", "H", "N", "H", "C", "H"], "xyz": [[-4.007, -0.651, -0.063], [-0.568, -0.216, -0.077], [1.575, 1.416, 0.014], [0.542, -1.005, -0.086], [-0.668, 1.718, 0.889], [2.842, -1.026, 0.140], [-3.051, 0.291, 0.040], [-0.234, 1.270, 0.009], [0.503, -2.012, -0.135], [-1.719, -0.754, 0.092], [3.701, -0.467, 0.059], [1.762, -0.374, -0.046], [-0.677, 1.811, -0.836]], "nbo_charge": [0.1275, 0.4201, 0.2329, -0.5976, 0.2506, -0.7067, 0.1446, -0.6179, 0.4389, -0.6110, 0.3564, 0.3102, 0.2519], "total_charge": 0, "smiles": "[H]/N=C1/N/C(=N/S)CS1", "homo_lumo_gap_ha": 0.3311}

---

iii.
{"formula": "C3H5N3S2", "method": "ωB97M-V/def2-TZVPD", "species": ["S", "S", "C", "H", "N", "C", "H", "N", "C", "H", "H", "N", "H"], "xyz": [[1.278, -0.438, -1.042], [-1.597, -2.020, -0.285], [-1.390, 1.836, -0.071], [-0.303, -2.533, -0.532], [-0.183, 0.302, -0.813], [-1.394, -0.239, -0.491], [1.116, -0.775, 1.378], [-2.232, 0.640, -0.227], [1.859, -0.399, 0.654], [2.547, -1.451, 0.934], [2.326, 0.616, 0.967], [-0.176, 1.691, -0.512], [-1.851, 2.769, 0.039]], "nbo_charge": [0.4819, 0.0075, 0.1524, 0.1680, -0.4383, 0.2707, 0.2409, -0.4970, -0.8338, 0.2453, 0.2507, -0.2520, 0.2036], "total_charge": 0, "smiles": "CSn1ncnc1S", "homo_lumo_gap_ha": 0.3625}

---

It turns out ii is the most stable, with the second structure 0.0339 hartree higher.

---

i.
{"formula": "C6H12N3", "method": "ωB97M-V/def2-TZVPD", "species": ["H", "H", "H", "H", "C", "C", "H", "H", "H", "N", "H", "C", "C", "C", "H", "H", "H", "N", "C", "N", "H"], "xyz": [[1.421, -2.117, -0.058], [-3.068, -0.355, -1.407], [-0.478, 1.775, -0.381], [-1.793, 0.661, -1.727], [0.130, 1.036, 0.132], [2.024, -0.011, 0.546], [-0.532, -2.981, -0.676], [-2.290, 0.573, 0.054], [1.384, 2.631, 2.105], [0.037, -0.483, -0.347], [2.988, -0.197, 1.092], [1.139, -1.024, 0.031], [-1.414, -2.380, -0.465], [1.872, 2.395, 1.092], [-1.537, -2.595, 0.512], [2.874, 2.300, 1.243], [1.494, 3.158, 0.413], [-1.133, -0.986, -0.844], [-2.178, 0.014, -0.876], [1.388, 1.116, 0.620], [-2.327, -2.533, -1.060]], "nbo_charge": [0.2648, 0.2573, 0.2551, 0.2160, 0.0722, -0.0339, 0.2084, 0.2118, 0.2397, -0.0927, 0.2567, -0.0282, -0.4071, -0.3975, 0.1978, 0.2321, 0.2380, -0.2094, -0.4464, -0.2720, 0.2372], "total_charge": 1, "smiles": "CN(C)n1cc[n+](C)c1", "homo_lumo_gap_ha": 0.3426}

---

ii.
{"formula": "C6H12N3", "method": "ωB97M-V/def2-TZVPD", "species": ["C", "N", "H", "H", "N", "H", "H", "C", "C", "H", "H", "H", "C", "H", "C", "H", "H", "N", "H", "H", "C"], "xyz": [[-1.385, -1.144, -1.031], [2.073, -0.939, 0.522], [-3.331, -1.001, -0.409], [-0.931, 2.024, -0.661], [1.313, 0.909, -0.698], [2.751, -1.034, 1.332], [0.741, -0.107, 1.917], [-2.353, -0.662, -0.240], [2.505, 0.138, -0.337], [2.975, -0.256, -1.177], [-1.715, -1.987, -1.612], [0.114, -1.436, 0.866], [-2.106, 0.651, 0.640], [-2.033, 0.568, 1.666], [0.702, -0.566, 0.968], [1.395, 1.753, -1.303], [-0.432, -0.810, -1.076], [-0.849, 1.202, 0.114], [-2.874, 1.349, 0.333], [3.164, 0.844, 0.161], [0.275, 0.503, 0.026]], "nbo_charge": [-0.3760, -0.5994, 0.2300, 0.4283, -0.5349, 0.4014, 0.2321, -0.1737, -0.0407, 0.2066, 0.2393, 0.2568, -0.2505, 0.2288, -0.3087, 0.4443, 0.1656, -0.5221, 0.2406, 0.1825, 0.5498], "total_charge": 1, "smiles": "C=CCNC1=[NH+]CNC1", "homo_lumo_gap_ha": 0.3798}

---

iii.
{"formula": "C6H12N3", "method": "ωB97M-V/def2-TZVPD", "species": ["H", "H", "H", "C", "C", "C", "N", "H", "H", "C", "H", "N", "H", "H", "N", "H", "H", "C", "C", "H", "H"], "xyz": [[-1.560, -0.253, -1.763], [0.281, -2.636, 0.975], [2.906, 1.325, -0.064], [0.810, -2.350, 0.013], [-2.386, 0.728, -0.066], [-0.890, -0.530, 1.254], [-2.007, -0.101, 0.945], [1.723, 1.663, -1.269], [-0.764, -1.336, 1.904], [0.410, -0.071, 0.612], [0.054, -2.500, -0.725], [0.677, 1.208, 0.569], [-3.038, 1.495, 0.455], [1.930, -0.716, -0.409], [1.216, -1.013, 0.132], [1.660, -3.066, -0.183], [0.147, 1.748, 1.251], [-2.199, 0.625, -1.370], [1.839, 1.701, -0.162], [-2.780, 1.223, -2.092], [1.970, 2.856, -0.006]], "nbo_charge": [0.1957, 0.2203, 0.2445, -0.4345, -0.0741, 0.0488, -0.2981, 0.2375, 0.2059, 0.5108, 0.2198, -0.5063, 0.2331, 0.4099, -0.5014, 0.2553, 0.4463, -0.4249, -0.5060, 0.2483, 0.2691], "total_charge": 1, "smiles": "C=C/N=C\\C(NC)=[NH+]/C", "homo_lumo_gap_ha": 0.3275}

---

It turns out ii is the most stable, with the second structure 0.0108 hartree higher.

---

i.
{"formula": "C6H12N3", "method": "ωB97M-V/def2-TZVPD", "species": ["H", "N", "H", "C", "C", "C", "N", "H", "H", "H", "H", "H", "H", "N", "H", "C", "H", "H", "H", "C", "C"], "xyz": [[1.004, -2.035, -1.204], [0.688, 0.475, 1.759], [1.097, -2.164, 0.547], [-0.936, 0.998, -1.602], [1.106, -1.461, -0.280], [-2.242, -0.683, -0.491], [-1.241, -0.948, 0.250], [-3.029, 0.666, -1.978], [-0.024, 1.183, 1.895], [2.049, -0.923, -0.336], [-3.212, -1.040, -0.173], [2.265, 1.604, 2.585], [2.082, 1.694, 0.825], [0.048, 0.661, -0.871], [-1.972, -0.577, -2.611], [-0.023, -0.514, -0.188], [2.749, 0.230, 1.588], [0.592, -0.259, 2.451], [-0.902, 1.962, -2.091], [2.020, 1.030, 1.686], [-2.120, 0.102, -1.761]], "nbo_charge": [0.2696, -0.7109, 0.2607, 0.2420, -0.6990, 0.2451, -0.4756, 0.2792, 0.3891, 0.2604, 0.2247, 0.2184, 0.2199, -0.4808, 0.2975, 0.6697, 0.2088, 0.3935, 0.2236, -0.4311, -0.6045], "total_charge": 1, "homo_lumo_gap_ha": [0.3242, 0.3242]}

---

ii.
{"formula": "C6H12N3", "method": "ωB97M-V/def2-TZVPD", "species": ["H", "H", "H", "N", "N", "H", "H", "C", "C", "H", "H", "N", "H", "H", "C", "H", "H", "C", "H", "C", "C"], "xyz": [[-1.985, 0.384, -1.880], [1.832, 0.823, 1.034], [1.716, -0.929, 0.865], [0.423, 0.588, -2.608], [0.842, -0.391, -3.207], [2.174, -0.231, 2.414], [-1.486, -1.320, -1.898], [-0.265, 1.322, 2.678], [-1.996, -0.550, -1.315], [-1.240, 1.275, 3.155], [-0.148, -0.834, 2.689], [-1.317, -0.360, -0.135], [1.233, -2.244, -4.187], [-0.262, 2.146, 1.968], [1.206, -1.472, -3.475], [0.489, 1.522, 3.435], [0.923, 1.446, -2.813], [0.072, -0.013, 1.992], [-3.018, -0.863, -1.097], [1.543, -0.093, 1.541], [-0.737, -0.206, 0.846]], "nbo_charge": [0.2841, 0.2306, 0.2301, -0.6034, 0.0003, 0.2467, 0.2566, -0.5856, -0.4579, 0.2347, 0.2836, -0.1923, 0.2468, 0.2270, -0.0010, 0.2458, 0.3680, -0.3600, 0.2549, -0.5844, 0.6753], "total_charge": 1, "homo_lumo_gap_ha": 0.3377}

---

It turns out i is the most stable, with the second structure 0.0903 hartree higher.